(1)
This record from OMol25 describes the ion C8H6FO2 with charge -1. The level of theory is wB97M-V/def2-TZVPD.

Each line ends with the natural charge from an NBO analysis.
Cartesian coordinates (Å):
C1 -0.66657 -0.78093 -0.44632  -0.330
C2 -1.05727 0.55813 -0.43239  -0.234
C3 1.09220 1.16485 0.65606  -0.397
C4 1.60322 -0.18634 0.57488  0.567
C5 1.93461 2.16596 1.25749  0.404
C6 0.63011 -1.25223 0.10412  -0.517
C7 -0.15810 1.49617 0.16858  -0.034
C8 -2.26732 0.97576 -0.96014  0.127
O1 1.64498 3.33911 1.47160  -0.621
O2 2.75163 -0.50777 0.88403  -0.644
F1 -2.63380 2.30846 -0.96994  -0.381
H1 -1.32181 -1.52667 -0.87344  0.171
H2 2.92952 1.77973 1.55391  0.119
H3 0.46493 -1.90980 0.97447  0.205
H4 1.15785 -1.87836 -0.63187  0.209
H5 -0.45773 2.53253 0.24110  0.219
H6 -3.00324 0.35418 -1.43851  0.135

Atoms 1-6, force components in eV/Å:
C 0.1 -0.1 -0.1
C 1.0 0.2 0.6
C -0.1 0.0 0.0
C 0.0 -0.3 -0.1
C 0.3 0.3 0.3
C 0.0 -0.2 -0.1

Properties
- Calculated total energy: -558.75216 Eh
- Energy above the lowest of the compared OMol25 structures with the same formula, charge and spin: 0.0 kcal/mol
- LUMO (alpha / beta): 3.571 / 3.641 eV
- Max |F|: 1.13 eV Å⁻¹
- Total charge: -1
- Multiplicity: 1

---

(2)
This record from OMol25 describes a cluster of 2 separate species, C5H11N3 in total. The level of theory is wB97M-V/def2-TZVPD.

Each line ends with the natural charge from an NBO analysis.
Cartesian coordinates (Å):
C1 -0.68241 0.95690 -1.39774  -0.417
C2 -1.31342 -1.13144 -0.28562  -0.404
C3 0.08001 -0.28756 2.14714  -0.681
N1 -0.44128 0.02889 -0.30340  -0.460
C4 1.58512 -0.93374 -0.49591  0.299
C5 0.25112 0.50741 0.88428  0.490
N2 2.26910 -0.57129 -1.40347  -0.802
N3 0.83667 1.63266 0.97014  -0.713
H1 3.17647 -0.19728 -1.62228  0.440
H2 0.88361 2.17225 0.10910  0.336
H3 -1.21607 0.47201 -2.20760  0.213
H4 -1.23803 1.82929 -1.05742  0.196
H5 0.25875 1.30597 -1.82171  0.198
H6 -1.00464 -1.81186 -1.09110  0.196
H7 -2.35681 -0.84250 -0.45045  0.192
H8 -1.24371 -1.70508 0.63754  0.219
H9 0.39998 -1.31556 2.00225  0.231
H10 -0.95593 -0.27874 2.48350  0.222
H11 0.71147 0.16966 2.90271  0.246

Atoms 1-6, force components in eV/Å:
C 0.5 0.0 0.5
C 0.3 -0.2 -0.2
C 0.4 -0.2 -0.2
N -0.3 1.3 1.5
C 2.5 -1.2 -1.4
C -2.4 0.5 -1.1

Properties
- Calculated total energy: -361.28474 Eh
- Energy above the lowest of the compared OMol25 structures with the same formula, charge and spin: 65.7 kcal/mol
- LUMO: 0.990 eV
- Max |F|: 3.10 eV Å⁻¹
- Total charge: 0
- Multiplicity: 1

---

(3)
This record from OMol25 describes a cluster of 2 separate species, C4H7NO2 in total. The level of theory is wB97M-V/def2-TZVPD.

Each line ends with the natural charge from an NBO analysis.
Cartesian coordinates (Å):
O1 -0.08850 1.86972 0.52611  -0.682
C1 0.98724 1.21367 1.02767  0.146
C2 0.97862 0.03094 1.64113  -0.556
O2 -1.75773 -1.13477 0.34668  -0.567
C3 -1.75433 -1.08363 -0.86356  0.525
N1 -0.94729 -0.22600 -1.60209  -0.469
C4 0.31143 -0.36291 -1.61385  0.022
H1 -0.86276 1.29185 0.61164  0.487
H2 1.89829 1.78141 0.85421  0.177
H3 1.90364 -0.40213 2.00252  0.211
H4 0.05464 -0.51870 1.79666  0.223
H5 -2.47280 -1.65137 -1.47725  0.125
H6 0.83072 -1.19481 -1.12859  0.172
H7 0.91884 0.38672 -2.12129  0.186

Atoms 1-6, force components in eV/Å:
O -0.2 -0.2 0.1
C 0.3 -0.2 0.1
C 0.0 0.1 0.0
O -0.1 0.1 -0.5
C -0.1 -0.1 0.3
N 0.4 -0.1 0.0

Properties
- Calculated total energy: -361.78688 Eh
- Energy above the lowest of the compared OMol25 structures with the same formula, charge and spin: 59.0 kcal/mol
- LUMO: 0.487 eV
- Max |F|: 0.51 eV Å⁻¹
- Total charge: 0
- Multiplicity: 1
- Structure (SMILES): C=NC=O.C=CO

---

(4)
This record from OMol25 describes an isolated molecule of C3H7ClN4. The level of theory is wB97M-V/def2-TZVPD.

Each line ends with the natural charge from an NBO analysis.
Cartesian coordinates (Å):
C1 -1.04123 0.06321 0.96408  -0.013
C2 -1.57349 1.27553 0.68496  -0.335
C3 0.84753 -0.14156 -0.66306  0.572
H1 -0.46077 -2.36282 -0.49963  0.358
H2 0.68851 -2.43496 0.59675  0.361
H3 -1.42897 -0.48757 1.77756  0.222
H4 -1.31086 1.84531 -0.23597  0.231
H5 0.92959 1.69288 0.25670  0.400
H6 1.86561 1.48226 -1.13402  0.385
H7 2.06192 -0.50403 -2.03688  0.335
N1 -0.19769 -2.03301 0.36890  -0.616
N2 -0.07750 -0.63877 0.28892  -0.297
N3 1.03402 1.24002 -0.64943  -0.837
N4 1.40615 -0.99705 -1.44276  -0.762
Cl1 -2.74285 2.00057 1.72387  -0.004

Atoms 1-6, force components in eV/Å:
C -1.0 1.8 -0.3
C 1.1 -0.6 -1.1
C -0.6 -0.6 0.3
H -0.6 -0.9 -2.2
H 0.6 -0.1 0.0
H -0.3 -0.5 0.9

Properties
- Calculated total energy: -797.68245 Eh
- Energy above the lowest of the compared OMol25 structures with the same formula, charge and spin: 36.5 kcal/mol
- LUMO: 0.771 eV
- Max |F|: 2.46 eV Å⁻¹
- Total charge: 0
- Multiplicity: 1
- Structure (SMILES): [H]/N=C(\N)N(N)/C=C/Cl

---

(5)
This record from OMol25 describes a cluster of 2 separate species, C4H7N2O in total. The level of theory is wB97M-V/def2-TZVPD.

Each line ends with the natural charge from an NBO analysis.
Cartesian coordinates (Å):
C1 -1.13826 1.02838 -0.17624  0.397
C2 -0.49177 -1.36998 0.10157  -0.276
C3 0.99077 -0.89332 0.30432  0.004
C4 1.22239 0.54116 0.19366  0.402
N1 -1.44525 -0.25227 -0.21274  -0.494
N2 0.09659 1.40723 -0.06545  -0.564
O1 1.60296 -0.28967 -0.83854  -0.428
H1 -1.82319 1.84239 -0.36183  0.247
H2 -0.42018 -2.15640 -0.74149  0.253
H3 -0.91240 -2.00497 0.81545  0.249
H4 1.57017 -1.60302 0.87332  0.245
H5 3.02586 1.87131 0.54423  0.101
H6 -2.33181 -0.49246 -0.49099  0.429
H7 0.05412 2.37162 0.05473  0.435

Atoms 1-6, force components in eV/Å:
C 0.0 -2.4 -0.8
C 1.6 -0.1 -3.2
C -2.1 -0.1 0.7
C 1.1 0.4 -0.4
N 2.5 0.5 0.8
N 0.4 -0.4 0.6

Properties
- Calculated total energy: -340.90218 Eh
- Energy above the lowest of the compared OMol25 structures with the same formula, charge and spin: 146.9 kcal/mol
- LUMO (alpha / beta): -5.198 / -4.303 eV
- Max |F|: 3.55 eV Å⁻¹
- Total charge: +1
- Multiplicity: 1

---

(6)
This record from OMol25 describes a cluster of 2 separate species, C10H16 in total. The level of theory is wB97M-V/def2-TZVPD.

Each line ends with the natural charge from an NBO analysis.
Cartesian coordinates (Å):
C1 -0.77951 2.31614 1.70148  -0.639
C2 -2.35220 -0.59833 -0.24968  -0.206
C3 -1.88686 0.70159 0.11862  -0.217
C4 -1.86793 -1.59583 0.62040  -0.221
C5 -1.19216 0.95394 1.35109  -0.016
C6 -1.00260 -1.37587 1.61090  -0.233
C7 -0.57561 -0.15881 1.97641  -0.200
H1 -3.15386 -0.71745 -1.11168  0.233
H2 -2.33370 1.57644 -0.37622  0.207
H3 -2.23010 -2.59025 0.58901  0.206
H4 -0.48919 -2.23855 1.85064  0.211
H5 -1.56281 3.05622 1.72706  0.221
H6 -0.00909 2.67853 0.98721  0.222
H7 0.32100 0.02920 2.66262  0.217
H8 -0.33278 2.39036 2.66991  0.217
C8 1.75522 -0.61332 -1.96606  -0.384
C9 2.14330 0.83496 -1.72965  -0.608
C10 1.47850 -1.46277 -0.74570  -0.601
H9 0.84792 -0.56709 -2.59498  0.194
H10 2.41893 -1.30770 -2.63423  0.195
H11 1.31424 1.51474 -1.43902  0.203
H12 2.30703 -1.68414 -0.19254  0.191
H13 0.67290 -1.21759 -0.04652  0.208
H14 2.51546 1.36092 -2.61145  0.205
H15 2.84099 0.95014 -0.99816  0.196
H16 1.15290 -2.23548 -1.16947  0.196

Atoms 1-6, force components in eV/Å:
C 0.8 1.3 -0.5
C -0.3 1.1 0.4
C -1.6 0.0 1.2
C -3.1 0.1 -2.8
C 0.7 -1.8 -2.0
C 1.2 -0.1 0.3

Properties
- Calculated total energy: -390.54130 Eh
- Energy above the lowest of the compared OMol25 structures with the same formula, charge and spin: 59.3 kcal/mol
- LUMO: 0.992 eV
- Max |F|: 8.08 eV Å⁻¹
- Total charge: 0
- Multiplicity: 1
- Structure (SMILES): Cc1ccccc1.CCC